DFT (ωB97M-V with the def2-TZVPD basis set) results for an isolated molecule of C6H16N2 in a non-equilibrium geometry.

- Energy relative to the best compared isomer or geometry (same formula, charge and spin): 40.9 kcal/mol
- E_LUMO: 0.982 eV
- Structure (SMILES): CC(C)NCN(C)C
- Orbital gap: 0.317 Eh
- E: -9460.3007 eV
- F_max: 3.78 eV/Å
- Charge: 0

XYZ file:
```
24
Properties=species:S:1:pos:R:3:mulliken_charge:R:1
N -0.651 -1.284 0.779 0.23
N -1.053 0.611 -0.577 -0.43
C 0.511 -1.430 1.623 -0.96
C -0.880 -2.353 -0.172 -1.06
C -1.406 -0.037 0.650 -0.81
C 0.580 1.014 -0.458 1.13
C 0.999 1.206 -1.910 -1.58
C 0.606 2.326 0.312 -1.48
H 1.965 1.725 -1.969 0.42
H 1.330 0.353 -0.018 -0.07
H 0.447 -2.354 2.210 0.32
H -0.122 3.032 -0.095 0.33
H 0.622 -0.586 2.310 0.27
H 1.127 0.235 -2.398 0.36
H 1.600 2.787 0.252 0.43
H -0.083 -2.394 -0.920 0.30
H 0.372 2.175 1.369 0.32
H -1.168 -0.040 -1.349 0.32
H -0.945 -3.318 0.344 0.34
H 0.263 1.793 -2.466 0.37
H -2.475 -0.299 0.642 0.33
H -1.831 -2.233 -0.698 0.31
H 1.412 -1.514 1.007 0.33
H -1.221 0.584 1.533 0.28
```